Record 1
{
  "formula": "C4H4CaLiO5",
  "method": "ωB97M-V/def2-TZVPD",
  "lumo_energy_ev": [-9.10, -9.65],
  "s_squared": 0.753,
  "multiplicity": 2,
  "e_tot_ha": -1215.6567,
  "e_homo_ha": [-0.635, -0.637],
  "homo_lumo_gap_ev": [8.18, 7.69],
  "total_charge": 2,
  "relative_energy_kj_mol": 0.0,
  "symbols": ["Ca", "O", "O", "O", "O", "O", "C", "C", "C", "C", "Li", "H", "H", "H", "H"],
  "positions_angstrom": [[-2.873, 0.897, -3.874], [-0.782, 0.232, -3.389], [0.228, -1.160, 1.799], [-1.696, -0.071, 1.478], [-2.102, 0.689, -1.696], [0.236, 0.782, 0.796], [1.547, -1.077, 1.227], [1.619, 0.382, 0.758], [-0.479, -0.106, 1.459], [-1.014, 0.269, -2.182], [-2.714, 0.771, 0.138], [2.271, -1.322, 2.010], [1.968, 0.479, -0.276], [2.210, 1.039, 1.402], [1.582, -1.805, 0.349]],
  "atomic_forces_ev_per_a": [[0.4, -0.1, -0.1], [0.2, -0.2, 0.1], [-0.3, 0.1, 0.6], [-0.3, 0.6, 0.3], [-0.9, 0.2, 0.5], [0.0, 0.9, 0.0], [0.3, -0.6, -0.8], [0.6, -0.1, -0.2], [0.0, -1.4, -1.6], [0.0, 0.1, -0.7], [0.3, -0.2, 0.7], [-0.1, -0.1, -0.4], [-0.1, 0.0, 0.3], [-0.2, -0.1, 0.0], [0.1, 0.8, 1.3]]
}

Record 2
{
  "formula": "C4H4CaO5",
  "method": "ωB97M-V/def2-TZVPD",
  "lumo_energy_ev": [2.98, 3.21],
  "s_squared": 0.752,
  "multiplicity": 2,
  "e_tot_ha": -1208.6723,
  "e_homo_ha": [-0.060, -0.167],
  "homo_lumo_gap_ev": [4.60, 7.74],
  "total_charge": -1,
  "relative_energy_kj_mol": 31.1,
  "symbols": ["Ca", "O", "O", "O", "O", "O", "C", "C", "C", "C", "H", "H", "H", "H"],
  "positions_angstrom": [[1.709, 0.390, 0.635], [3.848, -1.921, -0.600], [-0.008, 1.489, 0.205], [-1.874, 0.503, 1.100], [-1.523, 0.368, -1.098], [-0.084, -0.742, 0.331], [-2.686, -0.395, -0.889], [-0.796, 0.410, 0.145], [-2.917, -0.319, 0.639], [3.205, -0.931, -0.431], [-2.869, -1.319, 1.100], [-3.877, 0.144, 0.902], [-3.509, 0.047, -1.467], [-2.546, -1.437, -1.221]],
  "atomic_forces_ev_per_a": [[-1.0, 0.3, 0.6], [-1.0, 1.6, 0.1], [-0.7, 1.0, -0.2], [-0.5, 0.1, 0.4], [-0.4, 0.0, -0.5], [-0.4, -0.1, 0.2], [0.2, 0.0, -0.1], [0.9, -0.5, 0.1], [0.2, 0.0, 0.1], [2.5, -2.6, -0.7], [0.0, 0.1, -0.1], [0.1, 0.0, 0.0], [0.1, 0.0, 0.1], [0.0, 0.2, 0.1]]
}